# C67H53Cl4N9O5S2W

A structure of composition C67H53Cl4N9O5S2W (the ωB97M-V functional and the def2-TZVPD basis, OMol25).

Geometry as XYZ:
```
141
Properties=species:S:1:pos:R:3:forces:R:3
W 0.6996 1.2590 1.0347 0.245 -0.386 2.314
Cl 4.9948 -6.9953 -1.4755 -0.012 -0.025 -0.027
C 4.1766 -5.5110 -1.1000 -0.022 0.074 0.040
C 3.4066 -5.4231 0.0493 -0.045 -0.004 0.077
C 2.7751 -4.2281 0.3560 0.119 0.079 -0.012
C 2.8933 -3.1134 -0.4779 0.011 -0.032 -0.051
C 3.6372 -3.2443 -1.6483 -0.065 0.014 -0.030
C 4.2859 -4.4316 -1.9582 0.143 0.072 -0.011
C 2.2543 -1.8282 -0.0749 0.141 -0.089 0.030
C 0.8571 -1.8227 0.1463 -0.099 -0.004 0.011
C 0.0530 -2.8819 -0.2543 0.009 -0.135 0.128
C -1.2426 -2.4184 -0.2820 -0.143 0.014 -0.125
C -1.2343 -1.0973 0.1409 -0.051 0.268 0.111
C -2.5791 -0.3785 0.3418 -0.093 -0.038 -0.067
C -3.4622 -0.8431 -0.8438 0.033 -0.063 0.110
C -4.2615 -1.9834 -0.7598 0.032 0.061 0.004
C -4.9746 -2.4511 -1.8520 0.001 -0.017 0.042
C -4.9060 -1.7659 -3.0531 0.006 -0.010 0.062
Cl -5.8040 -2.3386 -4.4238 0.005 -0.001 -0.003
C -4.1145 -0.6404 -3.1701 0.006 0.055 -0.077
C -3.3894 -0.1983 -2.0730 -0.024 0.024 0.050
C -2.2590 1.5648 1.7021 -0.009 -0.055 -0.084
N -1.0261 1.3817 2.2611 -0.027 -0.091 -0.279
C -1.2004 1.7057 3.5996 0.024 -0.158 -0.001
C -0.1614 1.7701 4.5452 -0.040 0.168 0.111
C -0.5414 1.9344 5.9777 0.001 0.016 -0.010
C -0.6269 0.8159 6.7993 -0.027 0.024 -0.023
C -0.9653 0.9484 8.1386 0.027 -0.040 -0.016
C -1.2255 2.2098 8.6477 0.000 -0.021 -0.043
Cl -1.6531 2.3828 10.3232 0.006 0.004 0.007
C -1.1553 3.3355 7.8432 0.004 0.044 -0.006
C -0.8126 3.1921 6.5065 0.013 -0.010 0.018
C 1.1475 1.8370 4.1986 -0.156 -0.097 0.061
C 2.1746 2.3197 5.0756 0.067 -0.012 0.021
C 3.2565 2.5837 4.3186 0.134 0.137 0.117
C 2.9460 2.1639 2.9806 -0.083 -0.191 -0.066
N 1.6559 1.7022 2.9019 0.238 0.120 -0.233
C 3.8904 2.0785 1.9648 0.243 0.216 -0.063
C 3.7240 1.1859 0.9252 -0.069 -0.371 0.465
C 4.8075 0.6484 0.1526 0.121 0.021 -0.230
C 4.4004 -0.5472 -0.3139 0.062 -0.008 0.095
C 3.0296 -0.7243 0.0711 -0.070 -0.229 0.151
N 2.5953 0.4002 0.7759 0.029 0.300 -0.710
C 5.2270 2.7143 2.1624 -0.045 0.065 -0.071
C 6.2789 1.9961 2.7263 0.008 0.039 -0.007
C 7.5291 2.5750 2.8871 -0.015 -0.050 0.050
C 7.7252 3.8846 2.4779 -0.042 -0.029 -0.013
Cl 9.2931 4.6109 2.6599 0.008 0.006 0.016
C 6.6923 4.6217 1.9254 -0.084 0.061 0.010
C 5.4437 4.0326 1.7735 -0.008 -0.038 -0.008
C -2.5121 2.1033 3.8337 -0.109 -0.066 0.039
C -3.1719 2.0524 2.6099 -0.066 0.170 0.011
N 0.0577 -0.6987 0.4306 0.118 0.137 0.212
H 3.3069 -6.2802 0.7028 0.037 0.030 -0.020
H 2.1901 -4.1447 1.2636 0.013 -0.030 -0.010
H 3.6813 -2.4189 -2.3491 0.015 0.001 0.048
H 4.8650 -4.5200 -2.8695 -0.041 -0.013 0.045
H 0.3831 -3.8733 -0.5174 0.021 0.090 -0.069
H -2.1068 -2.9864 -0.5796 0.059 0.034 0.063
H -4.3208 -2.5353 0.1682 0.003 -0.013 0.024
H -5.5706 -3.3509 -1.7723 -0.021 0.037 -0.003
H -4.0378 -0.1336 -4.1226 0.010 -0.005 0.055
H -2.7536 0.6671 -2.1956 -0.030 -0.027 -0.035
H -0.4317 -0.1642 6.3798 0.003 0.022 0.045
H -1.0222 0.0820 8.7837 -0.021 0.020 -0.013
H -1.3621 4.3110 8.2632 0.001 -0.023 -0.021
H -0.7522 4.0632 5.8639 0.004 -0.018 0.033
H 2.0448 2.4794 6.1348 0.018 -0.015 -0.043
H 4.2058 2.9938 4.6272 -0.058 -0.032 -0.028
H 5.7788 1.1027 0.0412 -0.037 0.002 0.077
H 4.9911 -1.2570 -0.8668 -0.011 -0.026 0.047
H 6.1138 0.9718 3.0423 0.018 0.035 -0.022
H 8.3433 2.0185 3.3322 -0.002 0.019 -0.033
H 6.8583 5.6473 1.6239 0.020 -0.033 -0.010
H 4.6256 4.5982 1.3398 0.058 -0.014 0.006
H -2.9198 2.3997 4.7875 0.079 0.027 -0.041
H -4.1874 2.3386 2.3875 0.121 -0.099 0.014
C -5.3063 -2.9263 2.8265 -0.018 0.118 -0.057
C -5.1549 -1.4271 3.0709 0.103 -0.145 -0.033
N -4.5227 -0.7298 1.9454 0.153 0.163 -0.263
C -5.3937 0.1604 1.1565 -0.040 -0.020 0.122
C -6.3307 1.0166 2.0192 0.038 -0.033 -0.038
C -3.1927 -0.8718 1.7327 -0.219 0.017 0.082
S -2.2104 -1.5963 2.8588 -0.078 -0.026 -0.301
N -2.5461 1.1242 0.3900 0.098 -0.174 0.130
C -1.7432 1.8867 -0.4977 -0.251 -0.502 0.186
O -0.4505 1.7934 -0.3582 -0.537 0.759 -1.170
C -2.2904 2.9309 -1.2992 0.041 0.241 -0.232
C -1.4249 3.8056 -1.9889 -0.060 -0.081 0.092
C -1.9363 4.8337 -2.7556 -0.033 0.022 -0.018
C -3.3129 5.0060 -2.8737 0.019 -0.014 0.044
C -4.1750 4.1402 -2.2074 -0.064 0.012 -0.008
C -3.6784 3.1138 -1.4278 0.050 -0.060 0.021
H -5.7664 -3.3900 3.7010 -0.004 -0.009 -0.053
H -4.3363 -3.3931 2.6648 -0.001 -0.012 -0.002
H -5.9445 -3.1131 1.9585 0.007 -0.015 0.059
H -4.5558 -1.2516 3.9639 -0.021 0.031 0.040
H -6.1400 -0.9943 3.2209 0.047 0.048 0.014
H -5.9930 -0.4250 0.4577 0.010 -0.068 -0.063
H -4.7517 0.8120 0.5756 0.016 -0.045 -0.048
H -5.8886 1.2459 2.9890 -0.052 0.009 -0.038
H -7.2913 0.5286 2.1831 0.018 0.021 0.054
H -6.5268 1.9602 1.5068 -0.025 -0.024 -0.005
H -0.3577 3.6535 -1.9002 0.036 0.036 -0.042
H -1.2625 5.5151 -3.2607 -0.002 -0.054 -0.006
H -3.7132 5.8106 -3.4772 0.018 -0.011 0.011
H -5.2464 4.2727 -2.2979 0.024 -0.013 0.000
H -4.3437 2.4307 -0.9150 -0.008 0.065 -0.014
O 1.8289 2.8560 0.1752 0.083 -0.145 -0.283
N 1.2360 3.8969 0.6665 -0.042 -0.224 0.122
O 1.6176 4.9971 0.4315 0.091 0.345 -0.165
O 0.2773 3.6022 1.4117 -0.029 -0.111 0.182
C 2.2978 -0.4166 -8.1058 -0.017 0.052 0.079
C 2.2462 -0.0465 -6.6266 0.001 -0.084 -0.099
C 2.1916 -1.2873 -5.7424 0.000 0.272 0.103
N 2.2586 -0.9458 -4.3183 -0.118 -0.254 -0.146
C 1.2624 -0.4456 -3.5542 0.200 0.229 0.225
S 1.5925 0.6932 -2.3808 0.020 -0.077 -0.462
N -0.0420 -0.8415 -3.7533 -0.075 -0.048 -0.236
C -0.6871 -1.9164 -4.3892 0.124 0.030 0.082
O -1.8264 -1.7570 -4.7604 0.023 0.011 -0.091
C -0.0029 -3.2332 -4.4906 -0.042 -0.107 0.085
C -0.3651 -4.0752 -5.5389 -0.003 0.024 -0.066
C 0.1922 -5.3386 -5.6360 0.010 -0.005 0.014
C 1.0851 -5.7780 -4.6638 -0.018 0.041 -0.028
C 1.4212 -4.9501 -3.6017 -0.004 -0.052 0.056
C 0.8856 -3.6728 -3.5176 0.017 0.062 0.005
H 2.3043 0.4818 -8.7233 0.000 -0.050 -0.030
H 1.4289 -1.0153 -8.3897 0.041 0.015 -0.012
H 3.1978 -0.9911 -8.3365 -0.041 0.000 -0.006
H 1.3636 0.5672 -6.4270 0.051 0.039 0.045
H 3.1251 0.5475 -6.3602 -0.042 0.034 0.016
H 3.0382 -1.9421 -5.9571 -0.047 -0.076 0.004
H 1.2869 -1.8458 -5.9485 -0.013 -0.115 -0.031
H 3.1383 -0.5385 -4.0391 0.036 0.056 0.021
H -0.7067 -0.1762 -3.3854 -0.028 0.037 0.075
H -1.0824 -3.7214 -6.2690 0.002 -0.021 0.017
H -0.0765 -5.9849 -6.4620 0.005 0.006 0.025
H 1.5152 -6.7701 -4.7314 -0.022 0.024 0.007
H 2.1002 -5.2974 -2.8316 -0.117 0.005 -0.086
H 1.1327 -3.0316 -2.6792 -0.016 -0.036 -0.099
```
Forces are in eV/Å.

Results
⟨S²⟩: 2.055
ΔE to the lowest compared entry with this formula, charge and spin (kcal per mole): 17.4
E_HOMO (alpha / beta) (hartree): -0.233 / -0.244
E_tot (hartree): -6158.184196
2S+1: 3